16
Properties=species:S:1:pos:R:3:lowdin_charge:R:1 method="wB97M-V/def2-TZVPD" lumo_energy_ev=0.824 de_lowest_ev=3.242 homo_energy_ha=-0.3362
C 0.979 0.227 -0.399 -0.38
C 0.208 1.379 0.220 -0.13
C -1.321 -0.081 -0.694 -0.17
C -0.078 -0.845 -0.296 -0.26
C -0.606 -0.619 1.112 -0.11
H 2.449 -1.075 -0.119 0.16
H 1.050 0.352 -1.537 0.16
H 0.701 1.589 1.177 0.12
H 0.066 2.298 -0.419 0.14
H -1.355 0.541 -1.547 0.10
H -2.201 -0.769 -0.760 0.13
H 0.131 -1.797 -0.846 0.15
H 0.239 -0.611 1.829 0.12
H -1.398 -1.220 1.506 0.10
N -1.119 0.721 0.538 -0.06
O 2.257 -0.089 0.234 -0.07

114
Properties=species:S:1:pos:R:3:lowdin_charge:R:1 method="wB97M-V/def2-TZVPD" lumo_energy_ev=3.440 charge=-2 de_lowest_ev=1.024 homo_energy_ha=-0.0965
Cs 0.658 1.453 0.152 1.26
C 2.958 -3.952 -1.450 -0.32
Sb 1.791 -3.155 0.158 1.41
C 3.564 -2.554 1.257 -0.33
C 1.632 -5.051 1.244 -0.33
C 1.581 -4.882 2.725 -0.29
C 2.727 -5.146 3.477 -0.07
C 2.739 -5.054 4.858 -0.11
C 1.577 -4.695 5.523 -0.11
C 0.438 -4.408 4.791 -0.09
C 0.415 -4.473 3.396 -0.30
C -0.829 -4.064 2.683 -0.34
Sb -1.416 -1.981 3.163 1.29
C 0.596 -1.253 3.300 -0.35
C -1.794 -1.451 1.120 -0.37
H 3.727 -4.622 -1.059 -0.01
H 3.432 -3.122 -1.973 0.00
H 2.287 -4.445 -2.145 -0.02
H 4.378 -3.262 1.092 0.00
H 3.350 -2.501 2.326 -0.01
H 3.872 -1.566 0.914 -0.02
H 2.487 -5.668 0.962 0.05
H 0.731 -5.543 0.874 0.05
H 3.630 -5.440 2.952 0.10
H 3.648 -5.264 5.410 0.09
H 1.559 -4.621 6.604 0.09
H -0.466 -4.098 5.307 0.10
H -1.672 -4.683 3.001 0.05
H -0.738 -4.151 1.602 0.01
H 1.073 -1.672 4.186 0.00
H 0.569 -0.169 3.382 -0.03
H 1.176 -1.526 2.418 -0.05
H -2.752 -1.863 0.802 0.00
H -1.005 -1.825 0.466 -0.04
H -1.839 -0.365 1.070 -0.06
N -3.425 6.737 0.553 0.09
C -2.114 6.219 0.565 -0.34
C -1.754 5.228 1.469 -0.03
C -0.462 4.723 1.488 -0.07
C 0.480 5.189 0.584 -0.28
C 0.133 6.194 -0.313 -0.07
C -1.149 6.716 -0.315 -0.06
S 2.153 4.554 0.481 0.52
O 3.040 5.624 0.880 -0.33
O 2.286 4.095 -0.895 -0.37
N 2.009 3.341 1.479 -0.32
C 3.029 2.563 1.863 -0.56
N 2.653 1.501 2.622 0.08
C 3.605 0.679 3.016 -0.17
C 4.944 0.853 2.692 -0.08
C 5.219 1.946 1.886 -0.17
N 4.300 2.792 1.458 0.13
H -4.097 6.080 0.925 0.08
H -3.714 7.040 -0.367 0.07
H -2.485 4.816 2.156 0.11
H -0.211 3.935 2.185 0.07
H 0.869 6.548 -1.023 0.12
H -1.419 7.494 -1.021 0.10
H 3.280 -0.172 3.609 0.09
H 5.708 0.162 3.015 0.08
H 6.235 2.145 1.553 0.10
F -7.326 2.684 0.855 0.08
C -6.101 2.449 1.373 -0.16
C -4.987 2.380 0.556 -0.15
F -5.151 2.533 -0.776 0.08
C -3.735 2.149 1.095 -0.25
F -2.704 2.108 0.240 0.04
C -3.508 1.953 2.468 -0.62
S -1.953 1.659 3.158 0.52
C -4.673 2.030 3.252 -0.25
F -4.592 1.869 4.583 0.06
C -5.929 2.275 2.734 -0.16
F -7.002 2.346 3.547 0.08
C -1.546 0.844 -4.366 -0.03
N -2.100 2.057 -3.798 -0.15
C -3.124 2.728 -4.564 -0.06
C -1.607 2.555 -2.634 -0.48
C -2.133 3.885 -2.160 0.02
O -0.761 1.952 -1.989 -0.22
H -2.322 0.082 -4.461 0.08
H -0.757 0.465 -3.724 0.07
H -1.127 1.047 -5.356 0.09
H -3.686 1.980 -5.125 0.09
H -2.705 3.445 -5.280 0.09
H -3.822 3.246 -3.911 0.08
H -2.157 4.629 -2.958 0.09
H -1.480 4.229 -1.365 0.07
H -3.138 3.768 -1.764 0.07
C -2.111 -2.731 -2.590 -0.04
C -0.895 -3.643 -2.851 -0.78
C -1.055 -4.915 -1.992 -0.06
C -0.911 -4.057 -4.340 -0.06
O 0.278 -3.015 -2.532 -0.33
H -3.064 -3.202 -2.854 0.07
H -2.000 -1.815 -3.171 0.05
H -2.138 -2.452 -1.535 0.05
H -1.982 -5.459 -2.196 0.07
H -1.047 -4.630 -0.936 0.05
H -0.209 -5.583 -2.170 0.07
H -1.823 -4.590 -4.630 0.06
H -0.049 -4.697 -4.542 0.07
H -0.822 -3.162 -4.962 0.06
N 1.532 -1.185 -3.876 0.13
C 2.395 -0.381 -3.231 -0.39
C 2.262 -0.186 -1.836 -0.24
N 3.095 0.555 -1.143 -0.03
C 4.064 1.185 -1.818 -0.15
C 4.168 1.033 -3.186 -0.15
N 3.361 0.252 -3.905 0.11
H 0.981 -1.942 -3.336 0.04
H 1.793 -1.383 -4.829 0.09
H 1.447 -0.677 -1.313 0.01
H 4.719 1.836 -1.255 0.09
H 4.937 1.566 -3.734 0.09

16
Properties=species:S:1:pos:R:3:lowdin_charge:R:1 method="wB97M-V/def2-TZVPD" lumo_energy_ev=0.821 de_lowest_ev=4.685 homo_energy_ha=-0.3385
C 1.872 0.925 -1.372 0.03
C -1.774 0.393 1.078 -0.03
C 0.663 0.299 -0.772 -0.50
C -1.196 -0.670 0.201 -0.34
O -0.503 0.366 -1.280 0.01
O 1.777 -0.618 1.099 0.00
N 0.634 -0.455 0.300 -0.01
N -1.552 -1.817 -0.093 0.14
H 1.811 -1.572 1.262 0.11
H -2.462 -2.092 0.264 0.07
H 1.976 0.583 -2.402 0.09
H 2.773 0.691 -0.809 0.08
H 1.748 2.010 -1.381 0.09
H -1.343 1.367 0.864 0.08
H -1.572 0.144 2.121 0.09
H -2.853 0.446 0.921 0.09

17
Properties=species:S:1:pos:R:3:lowdin_charge:R:1 method="wB97M-V/def2-TZVPD" lumo_energy_ev=0.859 de_lowest_ev=2.358 homo_energy_ha=-0.3431 smiles=C[C@]1(O)C[C@@]1(C)O
C -1.577 -0.579 -0.386 -0.02
C -0.603 0.522 -0.019 -0.52
O -0.868 1.785 -0.543 0.04
C 0.012 0.336 1.343 0.01
C 0.842 0.127 0.073 -0.46
C 1.289 -1.092 -0.723 0.00
O 1.792 1.150 -0.092 0.01
H -2.593 -0.296 -0.091 0.09
H -1.568 -0.803 -1.456 0.09
H -1.330 -1.498 0.157 0.08
H -1.542 2.209 0.000 0.11
H 0.273 1.257 1.865 0.11
H -0.397 -0.433 1.994 0.11
H 2.379 -1.171 -0.713 0.08
H 0.852 -2.051 -0.436 0.08
H 0.998 -0.899 -1.765 0.09
H 2.043 1.437 0.793 0.10

129
Properties=species:S:1:pos:R:3:lowdin_charge:R:1 method="wB97M-V/def2-TZVPD" lumo_energy_ev=-1.011 homo_energy_ha=-0.2971
C 5.400 -4.633 0.835 -0.13
C 4.677 -3.183 0.726 -0.25
C 3.232 -3.248 -0.007 -0.22
C 2.484 -1.839 0.195 -0.20
C 2.763 -0.774 -0.992 -0.19
C 3.576 0.500 -0.426 -0.20
C 2.655 1.758 -0.030 -0.16
C 1.201 1.342 0.538 -0.06
C 1.072 0.979 2.031 -0.17
C 2.399 1.067 2.951 -0.15
C 2.506 2.628 3.404 -0.10
C 3.364 2.839 4.734 -0.37
N 2.591 2.939 6.013 0.10
O 4.619 2.951 4.749 0.01
C -0.347 0.574 2.619 -0.52
I -0.501 0.073 4.729 0.87
C -1.524 0.575 1.616 -0.20
N -2.863 0.238 2.150 0.05
C -1.394 0.950 0.090 -0.10
N -2.572 0.909 -0.729 0.14
C -2.338 1.308 -2.073 -0.11
C -3.586 1.348 -3.067 -0.15
C -4.786 0.363 -2.677 -0.20
C -5.652 0.811 -1.402 -0.18
C -6.173 -0.569 -0.705 -0.26
N -7.376 -0.377 0.152 -0.01
C -7.727 -1.742 0.648 -0.44
N -7.998 -1.926 1.940 0.09
N -7.743 -2.938 -0.217 0.04
C -0.925 1.733 -2.569 -0.13
C -0.812 2.207 -4.113 -0.14
C -0.424 0.966 -5.090 -0.18
C 1.143 0.668 -4.909 -0.19
C 1.573 -0.862 -5.130 -0.23
S 0.554 -2.094 -4.202 0.74
O -0.621 -2.460 -5.078 -0.36
O 0.031 -1.523 -2.912 -0.34
O 1.464 -3.492 -3.936 -0.19
N 0.289 1.753 -1.827 0.14
C -0.016 1.347 -0.482 -0.11
H 4.995 -5.224 1.740 0.06
H 5.256 -5.256 -0.113 0.07
H 6.542 -4.502 0.975 0.08
H 5.334 -2.453 0.112 0.11
H 4.483 -2.763 1.769 0.08
H 2.629 -4.051 0.557 0.11
H 3.352 -3.564 -1.098 0.10
H 2.885 -1.376 1.165 0.09
H 1.362 -2.052 0.223 0.11
H 3.487 -1.309 -1.725 0.11
H 1.833 -0.504 -1.597 0.07
H 4.314 0.180 0.407 0.11
H 4.251 0.854 -1.298 0.11
H 3.246 2.387 0.733 0.10
H 2.578 2.421 -0.970 0.11
H 3.318 0.753 2.353 0.10
H 2.306 0.436 3.904 0.07
H 2.909 3.312 2.585 0.12
H 1.418 2.971 3.596 0.09
H 2.559 1.963 6.357 0.10
H 1.616 3.162 5.744 0.07
H -3.397 -0.265 1.424 0.06
H -2.785 -0.426 2.940 0.04
H -3.928 2.442 -3.194 0.09
H -3.231 1.022 -4.121 0.11
H -4.467 -0.744 -2.578 0.10
H -5.514 0.371 -3.579 0.12
H -6.585 1.390 -1.718 0.10
H -5.080 1.472 -0.657 0.10
H -6.359 -1.290 -1.594 0.11
H -5.274 -1.023 -0.141 0.11
H -8.161 0.014 -0.397 0.11
H -8.207 -2.934 2.097 0.04
H -8.395 -3.658 0.107 0.07
H -6.804 -3.304 -0.401 0.03
H 0.037 2.992 -4.133 0.13
H -1.755 2.729 -4.483 0.10
H -1.110 0.074 -4.907 0.09
H -0.578 1.360 -6.167 0.12
H 1.700 1.299 -5.702 0.13
H 1.575 1.001 -3.899 0.10
H 2.652 -0.959 -4.723 0.12
H 1.637 -1.125 -6.242 0.10
H 1.087 -3.844 -3.087 0.10
O 3.938 -4.388 3.560 -0.07
H 4.887 -4.250 3.673 0.04
H 3.560 -3.506 3.664 0.04
O -0.143 4.300 2.905 -0.06
H -0.281 5.225 3.143 0.05
H -0.408 4.253 1.978 0.05
O -4.622 4.406 -3.228 -0.06
H -4.407 4.838 -2.390 0.06
H -5.554 4.169 -3.136 0.06
O -4.256 -3.008 -1.407 -0.05
H -3.699 -2.962 -2.195 0.05
H -3.635 -2.901 -0.675 0.05
O 5.572 0.614 6.052 -0.05
H 5.031 1.258 5.568 -0.01
H 5.198 0.615 6.941 0.05
O 3.585 -0.440 -7.473 -0.06
H 3.219 -1.327 -7.369 0.02
H 3.481 -0.255 -8.415 0.05
O 6.468 5.285 5.782 -0.06
H 5.784 4.782 5.322 -0.01
H 6.289 5.124 6.716 0.04
O -1.692 -5.445 -5.844 -0.06
H -1.345 -4.567 -5.629 0.00
H -1.040 -5.809 -6.456 0.05
O -2.750 -8.379 -5.271 -0.07
H -2.331 -7.513 -5.352 -0.01
H -3.518 -8.323 -5.852 0.03
O -6.483 -5.248 0.261 -0.06
H -6.205 -5.958 0.854 0.05
H -5.872 -5.314 -0.485 0.04
O 0.838 4.950 7.512 -0.06
H 1.186 5.820 7.743 0.04
H 1.487 4.596 6.889 -0.02
O -4.008 -1.009 6.384 -0.08
H -4.316 -0.093 6.381 0.04
H -3.069 -0.940 6.174 -0.04
O 8.438 0.376 4.805 -0.07
H 7.680 0.685 5.320 0.00
H 8.672 -0.465 5.217 0.03
O 3.912 6.177 3.519 -0.05
H 4.090 5.297 3.875 -0.01
H 3.600 6.680 4.281 0.04
O -2.160 6.489 -4.160 -0.06
H -2.630 5.686 -3.897 0.00
H -2.631 7.195 -3.701 0.04

52
Properties=species:S:1:pos:R:3:lowdin_charge:R:1 method="wB97M-V/def2-TZVPD" lumo_energy_ev=-3.203 charge=+1 de_lowest_ev=0.000 homo_energy_ha=-0.3754
Pt 0.997 -0.233 0.048 0.94
C 1.771 2.429 -1.722 -0.08
C 2.907 1.815 -0.938 -0.26
N 2.817 0.333 -0.744 -0.31
C 3.953 -0.024 0.167 -0.24
C 4.120 -1.493 0.470 -0.07
C 2.931 -0.356 -2.078 -0.14
C 2.250 -1.711 -2.110 -0.21
N 1.023 -1.591 -1.339 -0.18
C 0.105 -2.601 -1.266 -0.18
C -0.991 -2.388 -0.429 -0.12
F -1.025 -1.207 0.312 -0.05
C -2.025 -3.291 -0.311 -0.22
F -3.050 -2.994 0.501 0.10
C -2.005 -4.481 -1.008 0.07
C -0.911 -4.724 -1.818 -0.21
F -0.833 -5.864 -2.502 0.12
C 0.132 -3.819 -1.945 -0.13
F 1.174 -4.124 -2.742 0.09
H 1.891 3.513 -1.683 0.09
H 0.796 2.178 -1.296 0.04
H 1.771 2.155 -2.775 0.07
H 2.954 2.247 0.061 0.10
H 3.871 2.016 -1.418 0.14
H 3.783 0.537 1.087 0.10
H 4.861 0.376 -0.296 0.13
H 3.189 -1.958 0.804 0.07
H 4.850 -1.590 1.274 0.09
H 4.511 -2.054 -0.375 0.08
H 3.991 -0.460 -2.334 0.14
H 2.484 0.301 -2.818 0.11
H 2.899 -2.490 -1.704 0.11
H 2.032 -1.987 -3.147 0.13
H -2.809 -5.196 -0.921 0.14
N -1.266 0.801 3.299 0.16
C -0.701 1.396 2.263 -0.79
S 1.000 1.139 1.950 0.59
N -1.395 2.212 1.482 0.07
C -2.809 2.435 1.563 -0.25
C -3.600 2.104 0.472 -0.01
C -4.966 2.320 0.540 -0.06
C -5.531 2.851 1.692 -0.06
C -4.728 3.185 2.772 -0.06
C -3.356 2.990 2.709 -0.04
H -0.711 0.155 3.837 0.12
H -2.248 0.912 3.508 0.12
H -0.881 2.574 0.689 0.13
H -3.149 1.673 -0.411 0.12
H -5.590 2.067 -0.304 0.11
H -6.598 3.010 1.745 0.11
H -5.165 3.619 3.659 0.11
H -2.719 3.294 3.530 0.12

14
Properties=species:S:1:pos:R:3:lowdin_charge:R:1 method="wB97M-V/def2-TZVPD" lumo_energy_ev=0.792 de_lowest_ev=3.681 homo_energy_ha=-0.3685 smiles="C#CC[C@@H](O)[PH2]=O"
C -1.677 -0.404 -0.502 -0.19
C -1.688 -1.591 -0.715 0.11
C -1.150 0.821 -0.211 -0.23
C 0.373 0.708 -0.245 -0.49
O 1.723 -0.391 1.919 -0.45
O 1.179 1.738 0.218 -0.10
P 1.365 -0.799 0.499 0.80
H 0.715 -1.901 0.404 -0.06
H -2.087 -2.567 -0.571 0.04
H -1.445 1.650 -0.852 0.12
H -1.471 1.303 0.814 0.17
H 0.563 0.693 -1.371 0.14
H 1.277 1.684 1.211 0.11
H 2.321 -0.945 -0.599 0.03

13
Properties=species:S:1:pos:R:3:lowdin_charge:R:1 method="wB97M-V/def2-TZVPD" lumo_energy_ev=-4.386 charge=+1 de_lowest_ev=1.499 homo_energy_ha=-0.4698
C -2.228 0.637 0.244 -0.86
C 1.995 -0.082 0.028 0.04
C -0.457 -0.454 -0.510 -0.86
N 0.501 0.211 0.318 -0.10
O -2.092 1.769 0.499 0.02
I -3.881 -0.495 0.108 1.02
I -0.906 -2.376 -0.441 1.02
H 2.050 -1.006 -0.493 0.06
H 2.382 0.764 -0.721 0.16
H 2.521 -0.062 0.973 0.10
H -0.297 -0.084 -1.551 0.09
H 0.133 1.182 0.270 0.16
H 0.279 -0.004 1.276 0.15